1:
The molecule C5H6O2S, computed with ωB97M-V/def2-TZVPD.

The geometry in XYZ format:
```
14
Properties=species:S:1:pos:R:3:lowdin_charge:R:1
O -2.5125 0.5637 -0.1433 0.0460
C -1.3276 0.4137 -0.0795 -0.7831
O -0.4293 1.4263 0.0474 -0.0323
C 0.9666 1.4760 0.4086 -0.1817
C 1.8886 0.7162 -0.4628 -0.0993
C 2.0031 -0.6021 -0.2817 -0.1422
C 0.9298 -1.2918 0.5322 -0.4724
S -0.7951 -1.2898 -0.1189 0.9940
H 1.0313 1.1847 1.4776 0.1351
H 1.1328 2.5288 0.3944 0.1158
H 2.6334 1.2879 -1.1205 0.1347
H 2.6989 -1.1229 -0.9982 0.1229
H 0.8947 -1.0537 1.6380 0.0989
H 1.1019 -2.3812 0.5766 0.0636
```

Values from the calculation:
Orbital gap: 10.1 eV
SMILES string: O=C1OCC=CCS1
HOMO: -9.5 eV

=====

2:
The molecule C5H6O2S, computed with ωB97M-V/def2-TZVPD.

The geometry in XYZ format:
```
14
Properties=species:S:1:pos:R:3:lowdin_charge:R:1
O 0.8744 2.1850 -0.1212 0.0722
C 0.6558 1.0433 0.1340 -0.6058
S 1.8982 -0.3289 -0.1304 0.9141
C 0.6198 -1.6867 -0.0263 -0.3914
C -0.6216 -0.8673 -0.2665 -0.2643
C -1.8634 -0.2853 0.3886 -0.2614
O -2.7446 0.3706 -0.4466 0.0254
C -0.5182 0.2930 0.7038 -0.1877
H 0.8539 -2.4539 -0.7942 0.0825
H 0.6603 -2.1520 0.9376 0.0676
H -0.6317 -0.4667 -1.2726 0.1412
H -2.3238 -0.7637 1.2576 0.1535
H -3.3775 -0.2756 -0.7904 0.1135
H -0.2241 -0.0530 1.6890 0.1407
```

Values from the calculation:
Orbital gap: 9.9 eV
SMILES string: O=C1SC[C@H]2[C@H](O)[C@H]12
HOMO: -9.3 eV

=====

Preferred: 1; penalty for the next structure: 32.9 kcal/mol.

=====

1:
The ion C5H11NO2 with charge +1, computed with ωB97M-V/def2-TZVPD.

The geometry in XYZ format:
```
19
Properties=species:S:1:pos:R:3:lowdin_charge:R:1
C -1.6161 0.8232 -0.0430 -0.0428
C -2.8065 0.1596 -0.7419 -0.1995
O -2.6534 0.2388 -2.1487 -0.0180
C -0.2780 0.2512 -0.4846 -0.3270
N 0.5949 0.0083 0.5665 0.1679
C 1.8346 -0.6472 0.2727 -0.2020
C 2.9052 -0.3328 1.3563 -0.0335
O 0.1341 0.1221 -1.6194 0.2877
H -1.5547 1.8854 -0.3019 0.1556
H -1.7769 0.7783 1.0370 0.1349
H -2.9385 -0.8706 -0.4159 0.1342
H -3.6419 0.8298 -0.5364 0.1425
H -1.9422 -0.2625 -2.5297 0.0765
H 0.1958 -0.1519 1.4751 0.1705
H 1.8373 -1.7407 0.1555 0.1522
H 2.2028 -0.3263 -0.7103 0.1384
H 2.9017 -1.0906 2.1334 0.0843
H 3.8835 -0.3714 0.8787 0.0927
H 2.7181 0.6973 1.6564 0.0852
```

Values from the calculation:
Net charge: +1
Spin multiplicity: 2
Orbital gap (alpha / beta): 10.8 / 5.2 eV
HOMO (alpha / beta): -14.9 / -14.5 eV

=====

2:
The ion C5H11NO2 with charge +1, computed with ωB97M-V/def2-TZVPD.

The geometry in XYZ format:
```
19
Properties=species:S:1:pos:R:3:lowdin_charge:R:1
O 2.2484 1.4238 1.2193 0.2268
C 1.7194 0.3708 0.9810 -0.3880
N 0.3007 0.4264 0.8956 0.2397
C -0.6837 -0.4325 0.3248 -0.0771
C -1.4232 0.1503 -0.9000 -0.3565
C -2.9696 -0.0366 -0.9322 -0.0067
O -0.9515 -0.6439 -1.9809 -0.0542
C 2.3076 -1.0117 0.8539 0.0472
H -0.0328 1.3921 0.9969 0.1901
H -0.2587 -1.4012 0.0546 0.1395
H -1.4174 -0.7222 1.1011 0.1759
H -1.1084 1.1668 -1.1578 0.1493
H -3.3771 0.0095 0.0879 0.0872
H -3.3638 0.7763 -1.5266 0.0858
H -3.2151 -0.9849 -1.3873 0.0911
H -1.0454 -0.3834 -2.9179 0.1345
H 2.4629 -1.1949 -0.2166 0.1182
H 1.5584 -1.7335 1.1714 0.0896
H 3.2406 -1.1455 1.3845 0.1074
```

Values from the calculation:
Net charge: +1
Spin multiplicity: 2
Orbital gap (alpha / beta): 11.3 / 5.8 eV
HOMO (alpha / beta): -14.7 / -14.6 eV

=====

Preferred: 2; penalty for the next structure: 1.8 kcal/mol.